Run i
The following is a quantum chemistry calculation of a 2-piece molecular cluster, CH4BrOP overall, from OMol25.

ORCA input file:
```
! RIJCOSX wB97M-V def2-TZVPD def2/J DEFGRID3
* xyz 0 1
Br -0.67552 -2.84887 -1.20363
P 1.10744 0.95738 0.19566
O -1.32876 -0.41749 -0.28703
C -1.33718 -1.66680 0.09420
H 0.17612 1.66238 0.83144
H 1.60288 2.24451 0.30356
H 1.54167 0.30728 1.26899
H -1.08665 -0.23839 -1.20319
*
```

Calculated values
**Molar mass**: 142.92 Da
**Highest occupied orbital energy**: -0.344 Eh

Run ii
The following is a quantum chemistry calculation of CH4BrOP as an isolated structure, from OMol25.

ORCA input file:
```
! RIJCOSX wB97M-V def2-TZVPD def2/J DEFGRID3
* xyz 0 1
Br 1.44121 0.31301 1.91731
P -0.84967 0.06862 0.25069
O -1.78141 -0.55011 -1.00338
C 1.13014 0.32642 -0.04622
H 1.22282 1.32448 -0.48659
H 1.86749 -0.50787 -0.33863
H -2.29392 0.19421 -1.28368
H -0.73666 -1.16875 0.99051
*
```

Calculated values
**Molar mass**: 142.92 Da
**Highest occupied orbital energy**: -0.341 Eh

Quick one: least stable of them? run i

Run i
The following is a quantum chemistry calculation of a 2-piece molecular cluster, C4H5N2O2S overall, from OMol25.

ORCA input file:
```
! RIJCOSX wB97M-V def2-TZVPD def2/J DEFGRID3
* xyz -1 1
S -2.64281 1.92193 -0.76694
O -2.42297 -2.67300 -0.86800
O -3.08826 0.85722 1.64435
N -3.09787 -0.51410 -0.17168
N -0.54040 -1.33325 0.95564
C -2.75221 -1.60681 -0.46373
C 0.12201 -0.26927 0.70938
C 0.36630 0.08643 -0.67318
C -3.01218 0.80897 0.43336
H 1.36242 0.29601 -0.82630
H -0.22671 -0.49630 -1.36416
H 0.10435 1.09093 -0.77466
H 0.54932 0.28293 1.57483
H -0.55280 -1.61289 1.87754
*
```

Calculated values
**Molar mass**: 145.16 Da
**Highest occupied orbital energy**: -0.135 Eh

Run ii
The following is a quantum chemistry calculation of an isolated ion of composition C4H5N2O2S and charge -1, from OMol25.

ORCA input file:
```
! RIJCOSX wB97M-V def2-TZVPD def2/J DEFGRID3
* xyz -1 1
S -2.73017 -0.87282 0.59938
O -3.48235 0.39168 0.87380
O -2.79340 -1.37135 -0.80303
N 0.52130 1.25368 -0.98517
N 0.06508 -0.89844 1.03626
C -0.61603 0.81076 -0.71585
C 1.66172 0.71656 -0.23312
C -0.92061 -0.24472 0.58657
C 1.35670 -0.62955 0.49576
H 2.45864 0.66490 -1.06583
H 2.07264 1.43502 0.55872
H 1.57879 -1.42853 -0.17276
H 2.22837 -0.93551 1.17960
H -1.40067 1.10832 -1.35432
*
```

Calculated values
**Molar mass**: 145.16 Da
**Highest occupied orbital energy**: -0.127 Eh

Quick one: least stable of them? run ii

Run i
The following is a quantum chemistry calculation of one molecule with the formula C14H20N2O4, from OMol25.

ORCA input file:
```
! RIJCOSX wB97M-V def2-TZVPD def2/J DEFGRID3
* xyz 0 1
O -4.11004 1.52665 -3.25877
O -1.37158 0.89067 1.47517
O 4.13660 -0.53909 2.36710
O 2.17242 -0.74093 3.44283
N -1.90028 -1.81163 2.08948
N 0.81189 0.55499 1.91539
C -3.27428 0.50559 -2.83420
C -1.11030 -0.25199 -2.20499
C -0.80887 -1.89791 -0.12721
C 2.06239 0.04851 1.23386
C -1.89330 0.56240 -3.05599
C -1.68979 -1.11560 -1.25679
C 2.42556 0.99417 -1.14585
C -0.38903 0.14278 1.48306
C -3.03063 -1.24891 -1.23123
C -0.63547 -1.40359 1.29155
C 2.88020 0.96046 0.36823
C -3.80790 -0.40804 -1.95211
C 2.92384 -0.34275 2.41891
C 2.91965 2.31082 0.99377
H 0.18409 -1.91767 1.71509
H -2.40455 -2.67218 1.87542
H -3.15445 -2.20884 -0.65998
H 1.74606 -0.72127 0.60816
H -2.56008 -1.03398 2.14293
H 3.86571 0.55278 0.49891
H 2.17590 3.13463 0.71936
H 2.85847 2.28999 2.09169
H 0.20891 -1.92196 -0.63054
H 1.90593 1.91380 -1.28144
H -4.87938 1.02497 -3.47319
H -1.17468 -2.92045 -0.09677
H 3.85214 2.68210 0.64837
H 1.38006 -0.26854 3.30265
H 0.10833 -0.08357 -2.28605
H 3.25244 0.83556 -1.92009
H 0.89069 1.61546 2.05625
H -1.38660 1.22970 -3.69572
H -4.80807 -0.46464 -2.15495
H 1.62796 0.19751 -1.47237
*
```

Calculated values
**Molar mass**: 280.32 Da
**SMILES string**: CC(C)[C@H](NC(=O)[C@@H](N)Cc1ccc(O)cc1)C(=O)O
**Highest occupied orbital energy**: -0.327 Eh

Run ii
The following is a quantum chemistry calculation of one molecule with the formula C14H20N2O4, from OMol25.

ORCA input file:
```
! RIJCOSX wB97M-V def2-TZVPD def2/J DEFGRID3
* xyz 0 1
O -1.50288 -1.89442 -0.70920
O -3.35918 2.04108 0.53806
O 0.50511 0.89898 2.53342
O 0.67781 -2.65930 0.25858
N -2.42428 0.06753 -0.10586
N -1.41706 1.40742 1.49834
C -3.55723 -0.19651 -0.99442
C -0.31874 0.58460 1.70109
C 2.93175 -0.28564 1.17753
C -1.42630 -0.87184 -0.01945
C -0.30743 -0.60692 0.86862
C 1.97347 -1.36138 1.71930
C 0.72939 -1.53358 0.91887
C -4.62275 -0.96714 -0.27397
C 3.42150 -0.52753 -0.24967
C 2.43039 -0.18215 -1.36438
C 1.90991 1.25614 -1.35486
C -2.47069 1.23343 0.63706
C -5.82925 -0.49310 -0.03353
C 3.01471 2.29618 -1.49852
H 3.79663 -0.28348 1.84346
H 3.61659 2.09222 -2.38156
H 3.66502 2.29641 -0.62794
H -0.17653 -2.68398 -0.27875
H -6.57282 -1.06946 0.48964
H 2.93158 -0.36081 -2.31940
H -3.93946 0.76785 -1.33104
H 1.35004 1.44691 -0.43683
H -4.32762 -1.95360 0.05773
H -6.12015 0.49369 -0.35255
H 1.57719 -0.85998 -1.32442
H 1.70077 -1.06777 2.73427
H -3.17518 -0.77683 -1.83823
H 4.32644 0.06439 -0.39884
H -1.45027 2.24743 2.06588
H 2.58496 3.29018 -1.59912
H 1.20939 1.36548 -2.18707
H 3.70229 -1.57820 -0.35694
H 2.48361 -2.32626 1.73346
H 2.45929 0.68997 1.26127
*
```

Calculated values
**Molar mass**: 280.32 Da
**SMILES string**: C=CCN1C(=O)NC(=O)/C(=C(/O)CCCCCC)C1=O
**Highest occupied orbital energy**: -0.357 Eh

Quick one: least stable of them? run i

Run i
The following is a quantum chemistry calculation of one molecule with the formula C7H8, from OMol25.

ORCA input file:
```
! RIJCOSX wB97M-V def2-TZVPD def2/J DEFGRID3
* xyz 0 1
C -1.24708 -0.21773 0.03126
C -1.74185 1.07466 0.03643
C 2.67987 -1.10828 0.07880
C 1.69780 -0.23362 0.13037
C 1.29874 1.21121 0.09707
C 0.38311 0.09460 0.05796
C -2.42218 -1.24594 -0.01009
H -3.40298 -0.87669 -0.35078
H 1.22399 1.71389 1.05473
H -2.14227 -2.28057 -0.33618
H -1.18123 1.86516 -0.27450
H 3.65998 -0.86830 -0.02159
H 1.31685 1.68941 -0.88229
H -2.67222 1.29463 0.36237
H 2.54946 -2.11241 0.02643
*
```

Calculated values
**Molar mass**: 92.14 Da
**Highest occupied orbital energy (spin up / spin down)**: -0.298 / -0.269 Eh

Run ii
The following is a quantum chemistry calculation of one molecule with the formula C7H8, from OMol25.

ORCA input file:
```
! RIJCOSX wB97M-V def2-TZVPD def2/J DEFGRID3
* xyz 0 1
C 0.28087 1.51768 0.23707
C 0.80214 -0.82268 -0.86583
C -0.42713 -0.78785 1.46304
C 0.61815 0.66221 -0.76061
C -0.27511 -1.48137 0.10786
C -0.27615 0.56694 1.46784
C -0.05695 1.98070 -1.05249
H 0.53062 2.83629 -1.50860
H -1.02313 2.04997 -1.36443
H -0.91889 -1.30791 2.27767
H 0.56584 -1.28104 -1.81337
H -0.40567 1.03373 2.35813
H 1.85770 -1.01626 -0.35502
H -0.07723 -2.47160 0.32703
H -1.19505 -1.47881 -0.51829
*
```

Calculated values
**Molar mass**: 92.14 Da
**SMILES string**: C1=CC2=C(CC1)C2
**Highest occupied orbital energy**: -0.305 Eh

Run iii
The following is a quantum chemistry calculation of one molecule with the formula C7H8, from OMol25.

ORCA input file:
```
! RIJCOSX wB97M-V def2-TZVPD def2/J DEFGRID3
* xyz 0 1
C 0.46899 -0.14703 -1.12470
C 1.05411 -0.73003 1.13362
C 1.62509 -0.22967 -0.16444
C -0.08516 0.21066 1.00661
C -2.06597 -0.09449 -0.76127
C 1.24298 0.86459 0.74941
C -0.63512 -0.07196 -0.38265
H -2.52217 0.88522 -0.58651
H -0.67883 0.49874 1.87585
H 2.66093 -0.43376 -0.45166
H 1.72174 1.83257 0.95005
H -2.64974 -0.82872 -0.18590
H -2.16030 -0.34590 -1.81911
H 0.63602 -0.02029 -2.17201
H 1.38743 -1.38994 1.93272
*
```

Calculated values
**Molar mass**: 92.14 Da
**SMILES string**: CC1=C[C@@H]2[C@@H]3[C@H]1[C@H]23
**Highest occupied orbital energy**: -0.287 Eh

Run iv
The following is a quantum chemistry calculation of one molecule with the formula C7H8, from OMol25.

ORCA input file:
```
! RIJCOSX wB97M-V def2-TZVPD def2/J DEFGRID3
* xyz 0 1
C 0.49066 0.47492 -0.86190
C -0.46913 0.50282 -1.96866
C -0.08220 -0.27905 0.37385
C 1.73271 -1.90585 1.47241
C 0.92543 -1.15847 0.98192
C -0.66048 0.69671 1.40546
C -1.27176 0.45109 -2.86511
H 0.76164 1.49845 -0.57422
H -1.97506 0.39996 -3.66676
H -1.42296 1.33008 0.93968
H 2.44048 -2.57760 1.90565
H -0.89396 -0.92358 0.01565
H 0.12962 1.34049 1.80764
H -1.11704 0.15646 2.23974
H 1.41206 -0.00644 -1.20534
*
```

Calculated values
**Molar mass**: 92.14 Da
**SMILES string**: C#CC[C@H](C)C#C
**Highest occupied orbital energy**: -0.364 Eh

Quick one: least stable of them? run i

Run i
The following is a quantum chemistry calculation of one molecule with the formula C7H8, from OMol25.

ORCA input file:
```
! RIJCOSX wB97M-V def2-TZVPD def2/J DEFGRID3
* xyz 0 1
C 2.67861 0.09377 -0.04034
C -0.59434 -0.57593 0.62220
C 1.36326 -0.11995 0.03927
C 0.85988 -2.60092 -0.37759
C -1.77469 -0.69906 -0.24534
C 0.23430 0.92333 0.37429
C 0.66172 -1.37105 0.05837
H 3.42225 -0.82296 -0.02463
H -2.59375 -1.23445 0.15531
H -1.48019 -1.17483 -1.07524
H -0.16609 1.50716 -0.54782
H -0.65365 -0.74459 1.62950
H 2.95926 1.18548 -0.17334
H 0.35883 1.43649 1.33496
H -2.14590 0.37170 -0.54002
*
```

Calculated values
**Molar mass**: 92.14 Da
**Highest occupied orbital energy**: -0.329 Eh

Run ii
The following is a quantum chemistry calculation of C7H8 as an isolated structure, from OMol25.

ORCA input file:
```
! RIJCOSX wB97M-V def2-TZVPD def2/J DEFGRID3
* xyz 0 1
C -0.24312 1.51134 0.43191
C 0.07857 0.07674 -0.03081
C -0.97908 -0.85636 0.40551
C 1.34913 -0.37926 0.61581
C 0.23493 0.03203 -1.56332
C 2.48616 -0.64607 1.09970
C -1.78744 -1.65614 0.79929
H 0.49488 -0.97474 -1.89934
H 1.02802 0.72025 -1.87288
H -2.49431 -2.37381 1.15383
H -0.33041 1.55922 1.52000
H -1.18470 1.84393 -0.01622
H 1.41530 -1.36700 1.33314
H -0.70163 0.33578 -2.04149
H 0.55657 2.18836 0.11471
*
```

Calculated values
**Molar mass**: 92.14 Da
**Highest occupied orbital energy**: -0.384 Eh

Quick one: least stable of them? run i